C34H57AlN3O3Si | ωB97M-V with the def2-TZVPD basis set

Summary:
DFT total energy: -2251.590699 hartree
LUMO: -2.6 eV
M: 610.92 g/mol
Frontier orbital gap: 8.8 eV
Net charge: +1
HOMO: -11.47 eV
Energy relative to the best compared isomer or geometry (same formula, charge and spin): 4.4 kcal per mole

```
99
C34H57AlN3O3Si | the Open Molecules 2025 dataset | ωB97M-V with the def2-TZVPD basis set
O 1.99 -2.37 -1.61
O 0.77 -0.54 -3.04
C 3.08 -2.16 -0.71
C 3.32 -3.23 0.33
H 2.95 -1.17 -0.24
H 3.97 -2.08 -1.36
H 2.60 -3.17 1.16
H 4.31 -3.09 0.76
H 3.28 -4.22 -0.12
C 0.79 -2.98 -1.09
C 0.22 -3.88 -2.16
H 0.09 -2.17 -0.81
H 0.98 -3.55 -0.16
H -0.18 -3.28 -2.98
H -0.58 -4.51 -1.75
H 1.02 -4.53 -2.54
C -0.46 -0.02 -3.59
C 1.81 -0.82 -4.02
C -1.58 -1.03 -3.48
H -0.32 0.28 -4.64
H -0.71 0.90 -3.02
H -1.39 -1.88 -4.14
H -2.51 -0.56 -3.82
H -1.72 -1.38 -2.45
C 1.43 -1.90 -4.98
H 2.68 -1.12 -3.43
H 2.06 0.11 -4.55
H 1.20 -2.83 -4.45
H 2.28 -2.09 -5.64
H 0.60 -1.60 -5.62
H 0.98 -0.38 -1.31
N -0.61 -0.36 2.60
C -1.30 0.16 3.65
C -2.00 1.36 3.57
C -2.39 2.00 2.39
C -1.38 -0.63 4.92
H -0.39 -0.96 5.25
H -2.02 -1.52 4.82
H -1.81 -0.01 5.71
C -3.62 2.86 2.37
H -4.35 2.51 1.63
H -3.37 3.91 2.17
H -4.07 2.80 3.37
N -1.69 1.87 1.26
C -0.31 -1.77 2.65
C 0.92 -2.20 3.18
C 1.92 -1.23 3.74
C 1.17 -3.56 3.31
H 2.13 -3.89 3.71
C 0.21 -4.50 2.94
H 0.42 -5.56 3.03
C -1.04 -4.07 2.50
H -1.82 -4.80 2.24
C -1.33 -2.71 2.38
C -2.72 -2.30 2.04
C -2.06 2.56 0.05
C -1.56 3.84 -0.18
C -0.85 4.58 0.92
C -1.69 4.38 -1.46
H -1.28 5.37 -1.65
C -2.34 3.66 -2.46
H -2.39 4.07 -3.47
C -2.92 2.42 -2.19
H -3.47 1.88 -2.96
C -2.80 1.86 -0.92
C -3.37 0.51 -0.61
Al -0.03 1.04 1.46
H 2.90 -1.72 3.79
H 1.67 -0.94 4.78
H 2.02 -0.31 3.16
H -2.75 -1.55 1.24
H -3.28 -1.90 2.90
H -3.28 -3.17 1.68
H -0.42 5.51 0.53
H -0.04 3.99 1.37
H -1.52 4.84 1.75
H -3.86 0.48 0.38
H -2.59 -0.28 -0.62
H -4.12 0.23 -1.36
H -2.46 1.72 4.48
C 0.83 0.49 -0.45
Si 1.95 1.88 -1.20
H -0.28 0.64 -0.52
H 1.22 -0.06 0.46
C 3.67 1.19 -1.55
C 2.26 3.40 -0.13
C 1.30 2.63 -2.80
H 1.90 3.51 -3.06
H 0.26 2.97 -2.71
H 1.36 1.94 -3.66
H 4.22 1.03 -0.61
H 4.23 1.92 -2.15
H 3.65 0.24 -2.10
H 2.60 3.14 0.88
H 1.36 4.03 -0.06
H 3.06 4.01 -0.60
O 2.61 3.11 3.94
C 1.80 2.61 3.23
N 0.99 2.10 2.50
```